# 1
DFT (ωB97M-V with the def2-TZVPD basis set) results for a 2-piece molecular cluster, C3H4Cl3N2O overall in a non-equilibrium geometry.

## Properties
max |F| = 0.090 hartree/bohr
HOMO level (alpha / beta) = -14.32 / -12.09 eV
orbital gap (alpha / beta) = 0.3537 / 0.2730 Eh

ORCA input file:
```
! wB97M-V def2-TZVPD RIJCOSX def2/J DEFGRID3
* xyz 1 1
C -1.640 -0.061 0.600
C 0.357 0.075 -0.166
C 1.836 -0.144 -0.118
N -1.537 1.125 0.019
N -0.511 -0.694 0.539
O -0.259 1.263 -0.439
Cl 2.004 -1.937 -0.062
Cl 2.608 0.538 -1.541
Cl 2.250 0.382 1.560
H -2.656 -0.387 1.081
H -0.258 -0.606 -2.529
H -2.028 1.940 0.025
H -0.166 -1.493 1.030
*
```

***

# 2
DFT (ωB97M-V with the def2-TZVPD basis set) results for a 10-piece molecular cluster, C36H89ClO13S overall in a non-equilibrium geometry.

## Properties
SMILES = CCCCCCCCCCCC[C@@]1(C)OS(=O)(=O)O[C@H]1[C@H](Cl)CC.CCO.CCO.CCO.CCO.CCO.CCO.CCO.CCO.CCO
max |F| = 0.167 hartree/bohr
HOMO level = -9.47 eV
orbital gap = 0.3458 Eh

ORCA input file:
```
! wB97M-V def2-TZVPD RIJCOSX def2/J DEFGRID3
* xyz 0 1
C 7.322 1.746 0.153
C 6.001 1.088 0.928
C 5.673 -0.414 0.292
C 4.153 -0.538 -0.335
C 3.101 -1.390 0.591
C 1.566 -0.766 0.574
C 0.545 -2.067 0.461
C -0.967 -1.445 0.241
C -2.144 -2.269 1.078
C -3.500 -2.557 0.165
C -4.126 -1.155 -0.497
C -5.688 -0.931 -0.054
C -6.501 0.208 -0.907
C -5.333 1.274 -1.451
O -7.038 -0.512 -2.104
S -8.374 0.502 -2.498
O -9.582 -0.466 -2.533
O -8.100 0.868 -3.981
O -8.323 1.767 -1.349
C -7.605 1.170 -0.173
C -8.852 0.529 0.669
Cl -9.722 1.992 1.493
C -8.437 -0.482 1.888
C -9.830 -0.889 2.675
H 7.501 2.845 0.525
H 8.270 1.106 0.473
H 7.234 1.671 -1.019
H 5.080 1.837 0.797
H 6.224 1.006 2.088
H 5.858 -1.183 1.175
H 6.444 -0.638 -0.583
H 4.244 -1.123 -1.367
H 3.667 0.503 -0.600
H 3.501 -1.542 1.701
H 3.016 -2.480 0.115
H 1.384 0.011 -0.288
H 1.309 -0.236 1.605
H 0.544 -2.726 1.440
H 0.783 -2.727 -0.487
H -0.987 -0.319 0.620
H -1.301 -1.415 -0.884
H -2.504 -1.615 2.009
H -1.671 -3.291 1.475
H -3.116 -3.214 -0.755
H -4.286 -3.148 0.800
H -3.993 -1.170 -1.676
H -3.495 -0.283 0.017
H -5.697 -0.735 1.102
H -6.271 -1.956 -0.228
H -4.586 1.595 -0.582
H -4.753 0.847 -2.401
H -5.813 2.301 -1.826
H -7.046 1.925 0.554
H -9.681 0.006 0.030
H -8.052 -1.486 1.374
H -7.585 -0.084 2.583
H -9.855 -2.080 2.732
H -9.948 -0.381 3.726
H -10.762 -0.604 1.993
C -5.824 -6.591 3.103
C -5.249 -5.665 2.052
O -3.910 -5.326 2.384
H -5.801 -6.115 4.089
H -6.857 -6.858 2.864
H -5.231 -7.508 3.178
H -5.831 -4.741 1.995
H -5.257 -6.139 1.065
H -3.400 -6.153 2.423
C -2.537 4.878 -0.527
C -1.966 3.500 -0.265
O -2.466 2.577 -1.222
H -3.631 4.857 -0.479
H -2.165 5.600 0.205
H -2.269 5.223 -1.531
H -2.255 3.149 0.731
H -0.874 3.510 -0.324
H -2.197 2.893 -2.102
C 11.312 0.973 -2.404
C 10.407 -0.114 -1.863
O 9.106 0.018 -2.415
H 10.910 1.963 -2.163
H 12.318 0.888 -1.984
H 11.379 0.914 -3.495
H 10.325 -0.038 -0.775
H 10.795 -1.107 -2.111
H 9.188 -0.060 -3.381
C 10.951 3.436 1.991
C 11.798 3.564 0.741
O 10.965 3.594 -0.408
H 10.346 2.524 1.953
H 11.579 3.407 2.886
H 10.255 4.276 2.075
H 12.477 2.711 0.649
H 12.396 4.480 0.765
H 10.372 4.360 -0.321
C 0.429 -2.813 4.818
C 1.310 -1.611 4.550
O 0.714 -0.784 3.562
H 0.277 -3.391 3.900
H 0.876 -3.464 5.575
H -0.561 -2.499 5.164
H 2.291 -1.929 4.184
H 1.456 -1.021 5.460
H -0.152 -0.500 3.900
C -12.437 2.822 5.565
C -11.866 1.444 5.827
O -12.366 0.522 4.870
H -13.531 2.801 5.613
H -12.065 3.544 6.297
H -12.169 3.168 4.561
H -12.155 1.093 6.823
H -10.774 1.454 5.768
H -12.097 0.838 3.991
C -12.840 0.853 -4.857
C -13.592 0.825 -3.543
O -13.444 -0.445 -2.926
H -13.212 0.073 -5.530
H -12.948 1.824 -5.348
H -11.775 0.654 -4.698
H -14.659 1.002 -3.708
H -13.216 1.593 -2.859
H -12.494 -0.589 -2.775
C 9.175 -0.252 -7.788
C 9.482 -1.214 -6.660
O 8.771 -0.834 -5.491
H 9.452 0.770 -7.508
H 9.719 -0.528 -8.696
H 8.103 -0.242 -8.009
H 10.551 -1.204 -6.428
H 9.196 -2.236 -6.927
H 7.823 -0.854 -5.705
C 16.357 0.575 -1.697
C 15.603 1.376 -0.656
O 14.230 1.016 -0.668
H 15.940 0.751 -2.694
H 17.417 0.844 -1.705
H 16.267 -0.499 -1.500
H 15.678 2.447 -0.870
H 16.006 1.196 0.345
H 14.174 0.066 -0.468
*
```

***

# 3
DFT (ωB97M-V with the def2-TZVPD basis set) results for an isolated ion of composition C4H9N2O and charge +1 in a non-equilibrium geometry.

## Properties
SMILES = CC1(C)[NH2+][C@H]1N=O
max |F| = 0.131 hartree/bohr
HOMO level = -14.14 eV
orbital gap = 0.3402 Eh

ORCA input file:
```
! wB97M-V def2-TZVPD RIJCOSX def2/J DEFGRID3
* xyz 1 1
C -0.038 1.175 -1.166
C 0.067 0.153 -0.109
C 1.432 -0.421 0.155
C -1.095 -0.849 -0.049
N 1.284 1.706 -1.684
N -0.220 1.545 0.260
O 1.491 1.472 -2.826
H -0.742 1.333 -1.935
H 1.271 -1.199 0.970
H 2.075 0.244 0.600
H 2.017 -0.864 -0.676
H -2.033 -0.213 -0.174
H -1.122 -1.542 0.800
H -1.012 -1.443 -1.021
H 0.726 2.027 0.611
H -1.062 1.909 0.501
*
```

***

# 4
DFT (ωB97M-V with the def2-TZVPD basis set) results for a 9-piece molecular cluster, C16H18Cl32NO overall in a non-equilibrium geometry.

## Properties
max |F| = 0.039 hartree/bohr
HOMO level = -1.67 eV
orbital gap = 0.1179 Eh

ORCA input file:
```
! wB97M-V def2-TZVPD RIJCOSX def2/J DEFGRID3
* xyz -1 1
C 5.478 -0.500 -1.928
O 5.747 0.882 -1.865
C 4.652 1.611 -1.337
C 3.910 2.445 -2.430
C 3.353 1.602 -3.617
C 1.806 1.333 -3.480
C 1.573 0.590 -2.127
C 0.235 -0.217 -2.111
C -0.498 -0.124 -0.725
N 0.114 -1.008 0.256
H 5.645 -1.034 -0.971
H 4.460 -0.756 -2.265
H 6.176 -0.956 -2.654
H 3.963 0.998 -0.729
H 5.072 2.359 -0.632
H 3.096 2.984 -1.917
H 4.659 3.157 -2.816
H 3.455 2.236 -4.522
H 3.849 0.634 -3.765
H 1.508 0.698 -4.332
H 1.231 2.274 -3.555
H 2.390 -0.140 -2.025
H 1.524 1.322 -1.304
H -0.453 0.161 -2.904
H 0.436 -1.282 -2.316
H -0.465 0.949 -0.378
H -1.567 -0.422 -0.827
H 1.106 -0.752 0.308
C -4.793 -0.846 -0.152
Cl -3.476 -1.667 0.698
Cl -4.164 -0.049 -1.605
Cl -6.029 -2.033 -0.617
Cl -5.517 0.370 0.919
C -2.046 4.301 0.098
Cl -2.822 5.752 -0.568
Cl -3.177 2.941 0.040
Cl -0.604 3.915 -0.854
Cl -1.576 4.594 1.779
C 1.617 4.033 4.120
Cl 1.392 3.730 2.394
Cl 2.932 5.201 4.355
Cl 0.119 4.689 4.808
Cl 2.021 2.517 4.939
C 1.600 1.289 8.658
Cl 2.220 0.734 10.223
Cl 2.071 2.978 8.410
Cl 2.273 0.275 7.368
Cl -0.166 1.161 8.644
C -4.451 -1.238 4.594
Cl -3.305 -2.572 4.407
Cl -4.816 -1.001 6.315
Cl -3.741 0.240 3.931
Cl -5.948 -1.628 3.725
C -3.257 -6.647 2.560
Cl -3.717 -4.986 2.168
Cl -4.329 -7.274 3.827
Cl -3.401 -7.662 1.113
Cl -1.583 -6.676 3.136
C 6.659 -2.214 -5.713
Cl 6.951 -0.473 -5.573
Cl 7.851 -3.093 -4.739
Cl 5.029 -2.591 -5.133
Cl 6.809 -2.703 -7.411
C -9.816 -2.482 -2.779
Cl -9.506 -0.744 -2.639
Cl -8.652 -3.368 -1.783
Cl -11.461 -2.836 -2.223
Cl -9.646 -2.979 -4.471
*
```

***

# 5
DFT (ωB97M-V with the def2-TZVPD basis set) results for a 3-piece molecular cluster, C4H13NO2 overall in a non-equilibrium geometry.

## Properties
max |F| = 0.123 hartree/bohr
⟨S²⟩ = 0.75
HOMO level (alpha / beta) = 1.10 / -5.60 eV
orbital gap (alpha / beta) = 0.0918 / 0.3367 Eh

ORCA input file:
```
! wB97M-V def2-TZVPD RIJCOSX def2/J DEFGRID3
* xyz -1 2
C -0.896 2.451 0.000
N 0.396 3.149 -0.382
C 1.564 2.150 -0.142
C 0.865 0.970 0.589
C -0.578 0.938 0.037
H -1.290 2.769 1.095
H -1.633 2.717 -0.757
H 0.683 4.028 -0.209
H 2.152 1.913 -1.088
H 2.422 2.398 0.474
H 0.718 1.426 1.582
H 1.444 -0.034 0.685
H -0.790 0.437 -0.896
H -1.387 0.487 0.823
H -0.701 -5.884 -0.590
H -0.646 -7.110 0.306
O -0.633 -6.178 0.310
H -0.313 -2.085 -1.308
H -1.154 -2.231 -0.100
O -0.223 -2.311 -0.429
*
```

***

# 6
DFT (ωB97M-V with the def2-TZVPD basis set) results for one molecule with the formula C4H4 in a non-equilibrium geometry.

## Properties
SMILES = C#CC=C
max |F| = 0.180 hartree/bohr
HOMO level = -8.74 eV
orbital gap = 0.3250 Eh

ORCA input file:
```
! wB97M-V def2-TZVPD RIJCOSX def2/J DEFGRID3
* xyz 0 1
C -2.013 0.439 0.017
C -0.951 -0.184 -0.076
C 1.513 0.347 0.016
C 0.373 -0.688 -0.001
H -3.051 0.590 0.150
H 2.461 -0.066 -0.080
H 1.294 1.347 -0.079
H 0.373 -1.785 0.053
*
```